C23H19MgN3OS3 as an isolated structure in a non-equilibrium geometry, computed with ωB97M-V with the def2-TZVPD basis set.

Element x y z (Å)
Mg  0.7234  -0.3269  -0.8140
S  2.9736  0.0791  -1.9899
C  2.9117  -1.4889  -1.4354
N  1.9548  -1.9286  -0.6590
C  2.0560  -3.2555  -0.3781
C  1.1688  -4.0001  0.3939
C  1.3957  -5.3539  0.5469
C  2.4947  -5.9718  -0.0456
C  3.3983  -5.2442  -0.8008
C  3.1679  -3.8912  -0.9671
S  4.0935  -2.7236  -1.8795
H  0.3243  -3.5014  0.8525
H  0.7065  -5.9439  1.1338
H  2.6465  -7.0329  0.0828
H  4.2535  -5.7149  -1.2603
S  -2.9071  2.2007  -0.1165
C  -1.7051  3.4166  -0.4379
C  -1.8135  4.7910  -0.3127
C  -0.7211  5.5611  -0.6649
C  0.4508  4.9689  -1.1343
C  0.5631  3.5998  -1.2577
C  -0.5233  2.8033  -0.9051
N  -0.5945  1.4458  -0.9827
C  -1.7503  0.9745  -0.6366
C  -2.1086  -0.4076  -0.7378
C  -3.4326  -0.8219  -0.5634
C  -3.7747  -2.1268  -0.8412
C  -2.7992  -3.0020  -1.2996
C  -1.4773  -2.5960  -1.3923
C  -1.0836  -1.2929  -1.1079
H  -2.7284  5.2391  0.0423
H  -0.7836  6.6352  -0.5933
H  1.2829  5.5969  -1.4131
H  1.4582  3.1295  -1.6373
H  -4.1799  -0.1165  -0.2281
H  -4.7953  -2.4584  -0.7221
H  -3.0740  -4.0119  -1.5726
H  -0.7308  -3.3145  -1.7078
C  -0.7222  1.3658  2.7693
N  0.3800  2.1001  2.1913
C  0.4513  3.5001  2.5147
C  1.2391  1.5041  1.3738
O  1.1611  0.3367  1.0189
H  -0.5706  1.2338  3.8426
H  -0.7811  0.3871  2.2960
H  -1.6532  1.9082  2.6097
H  0.5960  3.6354  3.5883
H  -0.4780  3.9933  2.2217
H  1.2717  3.9690  1.9753
H  2.0635  2.1515  1.0412

For the orbital gap, the calculation gives 7.22 eV. The HOMO energy comes out at -7.361 eV. For the LUMO energy, the calculation gives -0.1460 eV. The relative energy (zero: lowest compared OMol25 entry of this formula, charge and spin) is 19.9 kJ/mol.

Table of Löwdin atomic charges, one value per atom, all in e: Mg 0.48; S 0.58; C -1.16; N -0.08; C -0.31; C -0.02; C -0.09; C -0.10; C -0.10; C -0.47; S 1.03; H 0.11; H 0.10; H 0.10; H 0.10; S 1.12; C -0.46; C -0.10; C -0.09; C -0.08; C -0.01; C -0.31; N 0.05; C -0.50; C -0.29; C -0.07; C -0.09; C -0.08; C -0.12; C -0.10; H 0.11; H 0.10; H 0.11; H 0.11; H 0.08; H 0.10; H 0.10; H 0.09; C -0.02; N -0.16; C -0.03; C -0.29; O -0.05; H 0.10; H 0.10; H 0.08; H 0.10; H 0.09; H 0.09; H 0.16